{
  "formula": "C4H13N4",
  "method": "ωB97M-V/def2-TZVPD",
  "elements": ["C", "C", "C", "C", "N", "N", "N", "N", "H", "H", "H", "H", "H", "H", "H", "H", "H", "H", "H", "H", "H"],
  "positions_angstrom": [[2.1982, 1.3014, 0.9010], [-0.8576, -1.4236, 0.4262], [2.9222, -0.2744, -0.7084], [-2.4518, 1.8025, -0.3643], [-1.7157, -0.5134, 0.0960], [1.9143, 0.2266, 0.2360], [-1.1854, -2.7051, 0.3823], [-1.4765, 0.8695, 0.1189], [1.5055, 1.6480, 1.6785], [3.0443, 1.8186, 0.6378], [0.1713, -1.2470, 0.4545], [3.6926, 0.5095, -1.0509], [3.5795, -1.0311, -0.2879], [2.5508, -0.7245, -1.6777], [-3.0444, 1.5622, -1.3028], [-3.2308, 1.9459, 0.4876], [-1.7938, 2.6096, -0.5081], [-2.6554, -0.8456, -0.1571], [-0.5588, -3.4293, 0.6003], [-2.0692, -3.0606, 0.4117], [-0.5395, 0.9609, -0.3734]],
  "atomic_forces_ev_per_a": [[-2.53, -2.98, -0.90], [-1.17, -1.11, -1.30], [1.42, 1.12, -1.75], [-2.97, -1.29, 0.95], [-1.54, -0.14, 0.02], [0.41, 0.66, 0.70], [1.50, 0.65, 0.24], [3.33, -1.05, -0.66], [0.30, -0.06, -0.36], [2.17, 1.54, -0.16], [1.60, 1.10, 0.69], [-1.22, -0.63, 0.55], [-0.38, -0.27, 0.54], [-0.27, 0.59, 1.29], [1.00, 0.05, 0.81], [1.34, 0.26, -1.54], [-0.09, 1.76, -0.26], [0.38, 0.57, 0.22], [1.45, -0.42, 0.26], [-3.17, -0.50, -0.13], [-1.55, 0.15, 0.79]],
  "lowdin_charge": [-0.01, -0.10, -0.15, -0.10, 0.06, -0.12, 0.19, -0.10, 0.08, 0.05, 0.11, 0.10, 0.07, 0.08, 0.10, 0.12, 0.07, 0.19, 0.12, 0.09, 0.14],
  "homo_energy_ha": -0.4802,
  "charge": 1
}



{
  "formula": "C19H31AlBrF10O7",
  "method": "ωB97M-V/def2-TZVPD",
  "elements": ["C", "O", "C", "C", "C", "Al", "Br", "C", "C", "C", "F", "H", "H", "H", "H", "H", "H", "H", "H", "H", "H", "H", "H", "H", "H", "H", "H", "C", "C", "O", "C", "O", "C", "F", "F", "F", "H", "H", "H", "H", "H", "C", "C", "O", "C", "O", "C", "F", "F", "F", "H", "H", "H", "H", "H", "C", "C", "O", "C", "O", "C", "F", "F", "F", "H", "H", "H", "H", "H"],
  "positions_angstrom": [[-3.6707, -2.5952, -1.9014], [-3.2160, -3.4202, -2.9530], [-3.3932, -2.8047, -4.2207], [-2.5342, -1.5272, -4.4579], [-1.1671, -1.5191, -3.7131], [-0.1139, 0.1906, -4.1085], [-1.4952, 1.5484, -5.5917], [0.3675, 1.2715, -2.4500], [-0.5255, 1.0373, -1.2190], [-2.0390, 1.2066, -1.4804], [-0.3171, -0.2396, -0.6915], [-2.8331, -2.4765, -1.1957], [-3.9699, -1.5854, -2.2211], [-4.5477, -3.0458, -1.4014], [-4.4748, -2.5815, -4.3579], [-3.1646, -3.5800, -4.9705], [-3.1434, -0.6367, -4.2364], [-2.3439, -1.4781, -5.5426], [-1.2654, -1.7517, -2.6427], [-0.5803, -2.3447, -4.1685], [1.2710, -0.1625, -4.8532], [1.4293, 1.1391, -2.1705], [0.2723, 2.3440, -2.7212], [-0.2525, 1.7857, -0.4507], [-2.5961, 0.6265, -0.7304], [-2.2898, 2.2657, -1.3168], [-2.2849, 0.9279, -2.5134], [1.8530, -2.0337, -0.6142], [3.1097, -2.4530, 0.1195], [3.9910, -3.2069, -0.7389], [4.7583, -2.4901, -1.5508], [4.7783, -1.3028, -1.6178], [5.6602, -3.4167, -2.3600], [4.9938, -4.4588, -2.8554], [6.6494, -3.9058, -1.6008], [6.2243, -2.7888, -3.3820], [1.3585, -2.9036, -1.0510], [1.1648, -1.5391, 0.0614], [2.0815, -1.3510, -1.4321], [2.8510, -3.1161, 0.9449], [3.6329, -1.5962, 0.5451], [-2.8600, 6.0895, 3.2356], [-3.5690, 4.7729, 2.9950], [-4.4602, 4.8648, 1.8741], [-3.8864, 4.7387, 0.6783], [-2.7262, 4.5654, 0.4909], [-4.9449, 4.8042, -0.4179], [-5.8078, 5.8035, -0.2142], [-5.6507, 3.6744, -0.4657], [-4.4039, 4.9872, -1.6096], [-3.5842, 6.8980, 3.3488], [-2.2469, 6.0351, 4.1354], [-2.2164, 6.3480, 2.3945], [-4.1894, 4.5218, 3.8544], [-2.8622, 3.9548, 2.8539], [5.5578, -1.6003, 5.2090], [4.2955, -2.4125, 5.4114], [3.1639, -1.5588, 5.6395], [2.6143, -1.0358, 4.5457], [2.9899, -1.2229, 3.4339], [1.4004, -0.1930, 4.9237], [1.6535, 0.6015, 5.9659], [0.3681, -0.9693, 5.2582], [1.0101, 0.5790, 3.9246], [5.7144, -0.9226, 6.0497], [6.4238, -2.2557, 5.1167], [5.4909, -0.9882, 4.3092], [4.3905, -3.0325, 6.3019], [4.1065, -3.0792, 4.5696]],
  "atomic_forces_ev_per_a": [[0.16, 0.08, 0.46], [-0.31, 0.29, -0.16], [-0.18, 0.03, -0.53], [-0.07, -0.52, 0.35], [-0.21, 0.12, -0.95], [0.24, -0.46, 0.44], [0.15, 0.02, 0.15], [-0.53, 0.03, 0.06], [-0.24, 1.43, -0.69], [0.66, 0.27, 0.20], [-0.01, -0.12, 0.17], [-0.44, 0.00, 0.04], [0.18, -0.26, -0.12], [0.33, 0.01, -0.09], [0.34, 0.05, 0.03], [0.18, 0.18, 0.34], [0.25, -0.18, 0.07], [-0.10, 0.10, 0.30], [-0.05, 0.16, -0.30], [-0.07, 0.26, 0.35], [-0.01, 0.05, -0.21], [-0.34, -0.05, -0.02], [-0.03, -0.36, 0.14], [0.01, -0.63, 0.25], [0.06, 0.01, -0.36], [-0.02, -0.24, -0.26], [-0.19, -0.07, 0.34], [0.37, -0.24, -0.28], [-0.70, 0.29, 0.35], [0.42, -0.27, -0.14], [-0.79, -0.06, 0.81], [0.42, 0.46, -0.33], [0.29, -0.40, -0.61], [-0.30, -0.20, 0.01], [0.17, -0.01, 0.41], [0.05, 0.38, -0.11], [-0.04, -0.01, 0.10], [0.05, 0.00, 0.06], [-0.04, 0.09, 0.09], [0.21, -0.18, -0.13], [0.13, -0.04, -0.19], [0.00, 0.18, -0.27], [0.31, 0.04, 0.60], [-0.31, -0.07, -0.17], [0.04, -0.06, 0.88], [0.43, -0.03, -0.48], [-0.46, 0.07, -0.74], [-0.12, 0.31, 0.28], [-0.07, -0.37, 0.25], [0.40, 0.04, -0.13], [-0.02, -0.06, 0.11], [-0.03, -0.04, 0.00], [0.05, -0.10, 0.05], [-0.19, 0.01, -0.18], [-0.03, 0.06, -0.21], [-0.08, 0.30, -0.10], [0.61, -0.36, 0.05], [-0.34, 0.10, 0.13], [0.59, -0.56, 0.43], [-0.14, 0.17, -0.63], [-0.63, 0.60, 0.07], [0.28, 0.08, 0.30], [-0.09, -0.44, 0.09], [0.13, 0.05, -0.41], [0.02, -0.11, 0.06], [-0.04, -0.03, 0.02], [0.01, -0.11, -0.04], [-0.21, 0.14, 0.08], [-0.12, 0.18, -0.07]],
  "lowdin_charge": [-0.13, -0.21, -0.25, -0.31, -0.27, -0.03, 0.08, -0.25, -0.46, -0.04, -0.08, 0.08, 0.08, 0.08, 0.11, 0.11, 0.06, 0.08, 0.03, 0.05, -0.09, 0.04, 0.05, 0.12, 0.08, 0.07, 0.04, -0.05, -0.20, 0.03, -0.41, 0.18, -0.56, 0.17, 0.16, 0.17, 0.09, 0.07, 0.08, 0.12, 0.12, -0.06, -0.20, 0.03, -0.40, 0.18, -0.57, 0.16, 0.18, 0.19, 0.08, 0.08, 0.08, 0.12, 0.13, -0.06, -0.20, 0.03, -0.40, 0.18, -0.57, 0.17, 0.17, 0.19, 0.08, 0.08, 0.08, 0.12, 0.13],
  "homo_energy_ha": -0.1843,
  "charge": -1
}



| no. | DFT total energy (a.u.) |
| --- | --- |
| 1 | -378.8950 |
| 2 | -5084.5182 |